45
Properties=species:S:1:pos:R:3:forces:R:3:lowdin_charge:R:1 method="wB97M-V/def2-TZVPD" de_lowest_ev=0.000 fmax_ev_per_a=0.352 total_charge=+1 total_energy_ha=-4514.313929 orbital_gap_ev=7.42
Pt 0.1478 0.1608 0.1565 0.30 -0.11 -0.15 0.857
C -3.7921 -0.5519 -1.5159 -0.03 -0.03 -0.02 -0.010
N -2.5773 -0.2505 -2.2540 0.11 -0.04 0.18 -0.107
C -2.3452 0.9980 -2.8948 0.04 0.03 0.04 -0.267
C -0.9711 0.7616 -3.4604 -0.01 -0.02 -0.04 0.064
N -0.5241 -0.3904 -3.1625 0.00 0.05 0.00 0.070
B 0.9461 -0.9222 -3.5975 0.02 -0.01 0.02 -0.375
N 1.9560 0.1684 -3.1187 -0.02 0.02 -0.13 0.001
C 2.4526 1.1480 -3.9472 0.03 0.02 0.01 -0.038
C 3.2689 1.9479 -3.2190 0.01 -0.02 0.00 -0.007
N 3.2687 1.4478 -1.9419 -0.01 0.00 0.00 -0.100
C 3.9728 2.0264 -0.8029 0.01 0.00 0.01 -0.002
C 2.4689 0.3680 -1.8980 -0.02 -0.01 0.04 -0.664
S 2.2196 -0.5882 -0.4706 -0.18 0.07 0.12 0.690
C -1.5064 -1.0810 -2.3242 -0.08 0.02 -0.08 -0.780
S -1.3073 -2.5311 -1.6556 -0.03 -0.06 -0.04 0.835
H -4.6021 0.0524 -1.9195 0.00 0.01 0.01 0.109
H -3.6630 -0.3316 -0.4562 0.01 0.00 -0.02 0.088
H -4.0239 -1.6069 -1.6392 -0.01 0.00 -0.01 0.084
H -3.0859 1.2270 -3.6653 0.03 -0.05 -0.06 0.189
H -0.4166 1.4709 -4.0600 0.01 0.02 0.03 0.166
H 1.1313 -1.9772 -3.0887 0.02 0.02 0.03 0.053
H 0.9458 -0.9045 -4.7961 -0.02 -0.05 0.00 0.086
H 2.2137 1.1699 -4.9954 -0.01 0.00 0.00 0.130
H 3.8571 2.8038 -3.4977 0.00 0.00 0.00 0.135
H 4.5955 2.8380 -1.1671 0.00 0.00 0.00 0.100
H 4.5943 1.2734 -0.3273 0.00 0.00 0.00 0.091
H 3.2527 2.4085 -0.0823 0.00 0.00 0.00 0.098
N -0.7543 -4.7456 5.5676 0.00 0.00 0.00 0.205
C -0.5986 -4.0000 4.7095 0.00 0.00 0.00 -0.147
C -0.4034 -3.0662 3.6342 0.01 -0.01 -0.01 -0.186
C 0.5429 -3.3148 2.6482 -0.03 0.00 0.01 0.034
C 0.7034 -2.3975 1.6312 -0.02 -0.06 -0.07 -0.125
N -0.0189 -1.2711 1.5683 -0.06 0.08 0.02 -0.145
C -0.9440 -1.0363 2.5146 0.04 0.03 0.04 -0.081
C -1.1633 -1.9048 3.5610 -0.02 0.00 -0.02 0.032
H 1.1445 -4.2116 2.6638 0.00 0.00 0.00 0.138
H 1.4132 -2.5756 0.8370 0.00 0.04 -0.02 0.065
H -1.5107 -0.1209 2.4154 0.01 0.00 0.01 0.110
H -1.9132 -1.6778 4.3042 0.00 0.00 0.00 0.137
O -1.7948 1.1383 0.4246 0.03 0.04 0.02 -0.508
Se -1.4071 2.3346 -0.6469 -0.14 -0.06 0.09 1.002
O -1.5850 3.8355 -0.2084 0.05 0.02 -0.07 -0.311
O 0.0694 1.7743 -1.1867 0.08 0.08 0.09 -0.526
O -2.4305 2.1564 -2.0528 -0.09 -0.01 -0.01 -0.188